# 1
Formula: C29H41Cl5P2Pm
Source: OMol25
Level of theory: wB97M-V/def2-TZVPD

LUMO (alpha / beta) in eV: -3.8599 / -3.7024
ΔE to the lowest compared entry with this formula, charge and spin in kJ/mol: 27.4
HOMO (alpha / beta) in eV: -10.568 / -10.605
2S+1: 5
Total charge: +1

Each line ends with the Löwdin spin population.
Element x y z (Å)
Pm1 1.371 -0.041 2.031  4.082
C1 -1.594 -1.059 3.125  -0.013
C2 -1.348 -2.180 2.316  -0.009
C3 0.562 -1.764 3.542  -0.008
C4 -0.406 -0.744 3.843  -0.014
C5 -0.001 -2.570 2.496  -0.012
C6 -2.894 -0.365 3.219  -0.002
H1 -3.131 0.145 2.274  -0.001
H2 -2.904 0.380 4.022  0.000
H3 -3.705 -1.087 3.411  0.000
C7 -0.237 0.484 4.656  -0.002
H4 -1.213 0.849 5.011  0.000
H5 0.204 1.341 4.102  -0.001
H6 0.400 0.298 5.526  0.000
C8 2.003 -1.772 3.942  -0.002
H7 2.058 -1.844 5.033  0.000
H8 2.638 -0.853 3.746  0.000
H9 2.539 -2.609 3.483  0.000
C9 0.671 -3.653 1.743  0.000
H10 0.165 -4.622 1.879  0.000
H11 1.710 -3.784 2.060  0.000
H12 0.680 -3.469 0.657  0.000
C10 -2.325 -2.804 1.395  -0.001
H13 -2.239 -3.899 1.375  0.000
H14 -2.144 -2.457 0.371  -0.001
H15 -3.362 -2.535 1.642  0.000
C11 -2.363 1.015 0.008  0.000
C12 -3.511 0.369 -0.235  0.000
C13 -3.853 -0.535 -1.369  0.000
C14 -2.665 -0.878 -2.294  0.000
C15 -1.620 -1.725 -1.651  0.000
C16 -0.450 -1.329 -1.139  0.000
C17 -0.044 0.075 -0.893  -0.002
C18 -1.114 1.193 -0.788  0.000
H16 -4.638 -0.073 -1.992  0.000
H17 -2.220 0.041 -2.705  0.000
H18 -4.306 -1.464 -0.973  0.000
H19 -1.339 1.517 -1.823  0.000
H20 -2.320 1.563 0.957  0.000
H21 -4.355 0.560 0.442  0.000
H22 -0.595 2.055 -0.327  0.000
H23 0.697 0.158 -0.070  -0.001
H24 0.315 -2.087 -0.896  0.000
H25 0.631 0.365 -1.724  0.000
H26 -3.080 -1.434 -3.154  0.000
H27 -1.784 -2.807 -1.783  0.000
P1 -0.590 1.471 -4.019  0.000
C19 -0.685 3.204 -4.640  0.000
C20 -1.598 0.601 -5.310  0.000
P2 1.826 -0.439 -3.623  0.000
C21 1.098 0.985 -4.578  0.000
C22 1.106 -1.857 -4.585  0.000
C23 3.408 -0.314 -4.561  0.000
H28 0.239 3.733 -4.374  0.000
H29 -1.536 3.691 -4.145  0.000
H30 -0.838 3.244 -5.726  0.000
H31 -1.447 1.069 -6.292  0.000
H32 -2.655 0.692 -5.021  0.000
H33 -1.320 -0.460 -5.361  0.000
H34 3.205 -0.087 -5.617  0.000
H35 3.962 -1.256 -4.485  0.000
H36 3.991 0.502 -4.116  0.000
H37 1.776 1.845 -4.425  0.000
H38 1.085 0.746 -5.658  0.000
H39 1.897 -2.622 -4.626  0.000
H40 0.821 -1.575 -5.610  0.000
H41 0.238 -2.265 -4.046  0.000
Cl1 2.766 0.477 6.194  0.000
C24 3.040 1.739 5.027  -0.001
C25 2.606 1.597 3.697  -0.010
C26 2.829 2.639 2.818  0.000
Cl2 2.189 2.445 1.137  -0.001
C27 3.474 3.831 3.204  0.000
Cl3 3.563 5.154 2.131  0.000
C28 3.960 3.947 4.530  0.000
Cl4 4.774 5.348 5.044  0.000
C29 3.722 2.897 5.455  0.000
Cl5 4.210 3.055 7.091  0.000

=====

# 2
Formula: C29H41MnN5OTe
Source: OMol25
Level of theory: wB97M-V/def2-TZVPD

LUMO (alpha / beta) in eV: -9.7566 / -9.2114
ΔE to the lowest compared entry with this formula, charge and spin in kJ/mol: 50.5
HOMO (alpha / beta) in eV: -16.385 / -16.386
2S+1: 3
Total charge: +3

Each line ends with the Löwdin spin population.
Element x y z (Å)
Mn1 1.189 1.651 1.752  2.051
N1 -0.684 1.772 2.788  -0.010
C1 -0.619 2.679 3.961  -0.001
C2 0.841 2.846 4.391  0.000
N2 1.694 3.140 3.213  -0.024
C3 1.423 4.509 2.701  0.000
C4 1.710 4.556 1.201  0.000
N3 1.005 3.409 0.578  -0.011
C5 3.142 3.025 3.539  0.002
C6 3.664 1.645 3.150  0.001
N4 3.329 1.419 1.722  -0.018
H1 -1.552 1.956 2.280  0.002
H2 -0.773 0.817 3.151  0.001
H3 -1.204 2.274 4.792  -0.001
H4 -1.066 3.636 3.687  0.000
H5 1.197 1.915 4.836  0.000
H6 0.917 3.640 5.143  -0.001
H7 2.035 5.245 3.233  -0.001
H8 0.376 4.770 2.861  0.000
H9 2.780 4.464 0.995  0.000
H10 1.368 5.513 0.789  -0.001
H11 1.357 3.294 -0.377  0.002
H12 0.019 3.671 0.474  0.001
H13 3.322 3.224 4.598  0.000
H14 3.691 3.774 2.963  0.000
H15 3.184 0.858 3.743  0.000
H16 4.745 1.596 3.317  -0.001
H17 3.622 0.467 1.483  0.000
H18 3.919 2.037 1.155  0.001
C7 -1.890 -3.925 -5.896  0.000
C8 -1.328 -3.128 -4.782  -0.001
C9 -1.648 -3.408 -3.454  0.000
C10 -1.200 -2.612 -2.407  -0.001
C11 -1.544 -2.965 -0.999  0.000
C12 -0.416 -1.506 -2.729  -0.003
Te1 -0.122 0.203 -1.454  -0.001
N5 0.743 0.233 0.395  0.008
C13 1.117 -0.694 1.277  0.008
O1 1.313 -0.194 2.432  -0.007
C14 1.348 -2.105 1.004  0.000
C15 1.285 -3.023 2.060  0.001
C16 1.478 -4.367 1.813  0.000
C17 1.748 -4.802 0.522  0.001
C18 1.870 -3.887 -0.519  0.000
C19 1.674 -2.543 -0.282  0.000
C20 -2.109 0.234 -0.664  0.002
C21 -2.364 -0.155 0.646  0.000
C22 -3.670 -0.223 1.096  0.000
C23 -4.710 0.103 0.236  0.000
C24 -4.443 0.516 -1.056  0.000
C25 -3.136 0.588 -1.536  0.000
C26 -2.869 1.001 -2.944  0.000
C27 0.020 -1.246 -4.040  -0.001
C28 0.973 -0.133 -4.358  0.000
C29 -0.459 -2.062 -5.045  0.000
H19 -2.382 -4.828 -5.545  0.000
H20 -1.123 -4.186 -6.624  0.000
H21 -2.624 -3.321 -6.438  0.000
H22 -2.273 -4.259 -3.232  0.000
H23 -1.304 -4.009 -0.807  0.000
H24 -2.610 -2.837 -0.813  0.000
H25 -0.980 -2.352 -0.294  0.000
H26 1.065 -2.667 3.055  0.000
H27 1.424 -5.073 2.627  0.000
H28 1.874 -5.857 0.331  0.000
H29 2.134 -4.223 -1.510  0.000
H30 1.821 -1.817 -1.077  0.000
H31 -1.548 -0.441 1.298  0.000
H32 -3.878 -0.545 2.103  0.000
H33 -5.731 0.031 0.574  0.000
H34 -5.256 0.781 -1.715  0.000
H35 -3.518 1.824 -3.235  0.000
H36 -3.068 0.177 -3.628  0.000
H37 -1.826 1.316 -3.082  0.000
H38 1.830 -0.146 -3.677  0.000
H39 0.483 0.844 -4.305  0.000
H40 1.356 -0.245 -5.371  0.000
H41 -0.159 -1.871 -6.065  0.000

=====

# 3
Formula: C29H41N7O2SSn
Source: OMol25
Level of theory: wB97M-V/def2-TZVPD

LUMO in eV: -11.4172
HOMO in eV: -18.240
Total charge: +4

Each line ends with the Löwdin charge.
Element x y z (Å)
Sn1 1.560 -0.619 1.379  1.255
O1 7.725 -0.856 -1.252  0.291
C1 8.554 -0.036 -1.556  -0.110
O2 9.375 0.656 -1.863  0.473
C2 6.338 -0.749 -0.738  -0.071
C3 5.750 -1.964 -0.543  0.120
C4 4.453 -1.912 -0.026  -0.133
N1 3.852 -0.741 0.226  0.092
C5 4.494 0.414 0.047  -0.153
C6 5.793 0.473 -0.457  0.109
C7 3.778 1.631 0.498  -0.203
C8 4.184 2.902 0.150  0.035
C9 3.506 3.997 0.677  0.026
C10 2.447 3.780 1.537  0.017
C11 2.072 2.475 1.807  -0.116
N2 2.718 1.418 1.304  -0.082
C12 3.720 -3.141 0.382  -0.215
C13 4.184 -4.422 0.144  0.036
C14 3.503 -5.490 0.719  0.013
C15 2.394 -5.232 1.505  -0.001
C16 1.974 -3.914 1.645  -0.136
N3 2.616 -2.895 1.089  -0.058
H1 6.272 -2.885 -0.741  0.149
H2 6.324 1.405 -0.575  0.144
H3 5.000 3.065 -0.536  0.126
H4 3.809 5.000 0.413  0.141
H5 1.912 4.601 1.992  0.136
H6 1.233 2.265 2.462  0.112
H7 5.054 -4.617 -0.463  0.125
H8 3.853 -6.502 0.567  0.139
H9 1.865 -6.029 2.007  0.131
H10 1.102 -3.667 2.241  0.108
C17 -4.098 6.135 -1.291  -0.097
C18 -2.963 5.860 -2.273  -0.247
C19 -1.996 4.782 -1.784  -0.201
C20 -2.680 3.426 -1.683  -0.162
N4 -1.738 2.337 -1.359  0.027
C21 -1.462 1.875 -0.148  -0.724
S1 -0.336 0.540 -0.045  0.474
N5 -2.075 2.357 0.921  0.050
C22 -1.950 1.932 2.321  -0.187
C23 -3.283 1.501 2.916  -0.177
C24 -3.826 0.170 2.395  -0.243
C25 -4.522 0.234 1.039  -0.101
H11 -4.669 7.009 -1.593  0.086
H12 -3.711 6.332 -0.289  0.078
H13 -4.805 5.306 -1.230  0.069
H14 -2.396 6.775 -2.444  0.117
H15 -3.368 5.569 -3.245  0.117
H16 -1.597 5.064 -0.803  0.113
H17 -1.147 4.696 -2.466  0.116
H18 -3.155 3.157 -2.626  0.142
H19 -3.476 3.434 -0.939  0.110
H20 -1.158 1.984 -2.108  0.132
H21 -2.724 3.117 0.764  0.147
H22 -1.534 2.771 2.883  0.128
H23 -1.234 1.107 2.352  0.065
H24 -4.022 2.294 2.767  0.127
H25 -3.133 1.434 3.995  0.126
H26 -4.537 -0.209 3.130  0.118
H27 -3.005 -0.557 2.363  0.093
H28 -5.326 0.970 1.049  0.088
H29 -4.983 -0.723 0.794  0.068
H30 -3.844 0.494 0.224  0.048
N6 -3.004 -4.624 -1.884  0.066
C26 -1.744 -5.347 -1.480  -0.086
C27 -0.678 -4.324 -1.110  -0.197
N7 -1.090 -3.394 -0.064  -0.054
C28 -2.332 -2.724 -0.451  -0.208
C29 -3.462 -3.682 -0.799  -0.085
H31 -3.746 -5.299 -2.106  0.197
H32 -2.833 -4.094 -2.746  0.191
H33 -1.443 -5.986 -2.310  0.145
H34 -2.012 -5.977 -0.631  0.145
H35 -0.415 -3.738 -1.996  0.131
H36 0.219 -4.865 -0.804  0.117
H37 -1.244 -3.906 0.802  0.118
H38 -2.111 -2.076 -1.304  0.120
H39 -2.674 -2.075 0.355  0.106
H40 -4.351 -3.164 -1.156  0.144
H41 -3.737 -4.309 0.051  0.146

=====

Look up the total charge of the second one. +3

=====

The lowest total charge belongs to which entry? C29H41Cl5P2Pm

=====

Among the records above, which one has the lowest total charge? C29H41Cl5P2Pm